Entry from the Open Molecules 2025 dataset: a structure of composition C36H43N6O12PSSiTa at a distorted geometry (ωB97M-V/def2-TZVPD).

```
101
Properties=species:S:1:pos:R:3:lowdin_charge:R:1
Ta 0.812 0.277 0.472 1.847
O 1.521 -1.878 -3.049 0.048
C 2.468 -1.155 -3.685 -0.222
C 2.859 -1.607 -4.992 0.001
C 3.732 -0.838 -5.708 -0.050
C 4.189 0.438 -5.192 -0.074
C 3.695 0.873 -4.017 -0.061
C 2.966 0.055 -3.177 -0.110
C 2.571 0.552 -1.870 -0.480
O 2.152 -0.393 -1.053 -0.293
N 2.615 1.788 -1.524 0.111
N 2.405 1.766 -0.142 -0.119
C 3.184 2.461 0.579 0.008
C 3.016 2.374 2.081 -0.272
C 3.466 3.319 2.994 0.021
C 3.151 3.096 4.329 -0.030
C 2.455 1.965 4.687 0.001
C 2.122 1.055 3.658 -0.079
N 2.449 1.252 2.375 0.040
H 1.470 -1.464 -2.127 0.061
H 2.424 -2.471 -5.405 0.104
H 3.975 -1.230 -6.697 0.111
H 4.810 1.056 -5.885 0.118
H 4.014 1.854 -3.520 0.143
H 3.898 3.192 0.152 0.157
H 4.130 4.135 2.698 0.131
H 3.475 3.764 5.087 0.112
H 2.201 1.726 5.686 0.108
H 1.528 0.170 3.840 0.099
C -4.842 -0.768 -3.936 -0.166
Si -3.499 0.337 -3.223 0.524
C -3.820 2.164 -3.308 -0.167
C -2.017 0.086 -4.332 -0.193
C -3.109 -0.024 -1.405 -0.217
C -4.009 -0.501 -0.516 -0.030
C -3.690 -0.738 0.852 -0.021
C -2.418 -0.529 1.297 -0.105
N -1.507 -0.110 0.390 -0.107
C -1.840 0.146 -0.867 -0.654
S -0.421 0.776 -1.602 0.830
H -5.048 -0.525 -4.923 0.002
H -5.827 -0.700 -3.402 0.050
H -4.381 -1.778 -3.898 0.051
H -3.726 2.560 -4.304 0.033
H -3.109 2.659 -2.560 0.048
H -4.788 2.499 -2.964 0.026
H -2.418 -0.051 -5.339 0.045
H -1.382 -0.698 -3.970 0.013
H -1.518 1.056 -4.396 0.026
H -4.988 -0.741 -0.807 0.099
H -4.409 -1.149 1.529 0.105
H -2.032 -0.579 2.339 0.136
O -1.535 2.246 2.873 0.109
C -0.992 2.513 1.794 -0.442
O 0.068 1.805 1.369 -0.265
C -1.381 3.659 0.890 -0.087
C -0.638 4.092 -0.216 0.082
C -1.176 5.087 -1.082 -0.112
C -2.419 5.646 -0.881 0.100
C -3.058 5.179 0.253 -0.109
C -2.613 4.236 1.104 0.060
N -4.455 5.648 0.536 -0.337
O -4.895 5.441 1.663 0.082
O -4.992 6.238 -0.361 0.111
N -0.526 5.358 -2.351 -0.340
O 0.429 4.661 -2.598 0.100
O -1.059 6.226 -3.049 0.087
H 0.227 3.501 -0.519 0.090
H -2.799 6.478 -1.556 0.171
H -3.238 4.039 1.961 0.141
C 3.357 -3.270 0.421 -0.038
C 2.921 -3.283 1.812 -0.576
C 3.602 -2.144 2.602 -0.001
C 3.292 -4.667 2.376 -0.010
O 1.470 -3.226 1.948 -0.108
P 0.415 -2.305 1.438 0.280
O 0.660 -1.859 -0.003 -0.317
O 0.491 -0.917 2.166 -0.368
O -0.952 -2.939 1.743 -0.135
C -1.465 -3.993 2.682 -0.551
C -1.069 -3.682 4.126 -0.009
C -2.942 -4.047 2.387 -0.020
C -0.821 -5.291 2.174 -0.020
H 4.403 -3.506 0.375 0.107
H 3.256 -2.251 0.030 0.073
H 2.845 -3.921 -0.283 0.115
H 4.591 -2.546 2.985 0.117
H 3.114 -1.817 3.522 0.084
H 3.777 -1.276 2.023 0.054
H 4.351 -4.653 2.497 0.081
H 2.939 -5.424 1.668 0.099
H 2.755 -4.887 3.301 0.092
H -1.401 -2.669 4.361 0.088
H 0.023 -3.621 4.322 0.091
H -1.455 -4.404 4.881 0.111
H -3.288 -3.070 2.598 0.050
H -3.509 -4.738 3.082 0.128
H -3.151 -4.274 1.327 0.109
H 0.249 -5.336 2.402 0.075
H -1.129 -5.480 1.145 0.101
H -1.232 -6.073 2.813 0.097
```

## Properties
Gap between HOMO and LUMO ... 0.243 Eh
E_HOMO ... -0.382 Ha
Total charge ... +1
LUMO level ... -3.8 eV
ΔE to the lowest compared entry with this formula, charge and spin ... 19.7 kJ/mol
DFT total energy ... -3715.002741 a.u.

Entry from the Open Molecules 2025 dataset: a structure of composition C5H6O3Tl at a distorted geometry (ωB97M-V/def2-TZVPD).

```
15
Properties=species:S:1:pos:R:3:lowdin_charge:R:1
O 2.729 -0.757 -1.724 0.321
C 2.895 -0.371 -0.628 -0.337
O 3.547 -0.464 0.406 -0.026
O 1.450 0.666 0.427 -0.400
C 0.160 0.798 -0.117 -0.228
C -0.827 -0.269 0.344 -0.112
C -2.093 -0.243 -0.486 -0.025
C -3.315 -0.216 0.000 0.505
Tl 2.577 0.431 1.893 1.368
H 0.313 0.723 -1.206 0.150
H -0.247 1.799 0.095 0.155
H -1.084 -0.117 1.402 0.140
H -0.344 -1.255 0.245 0.160
H -1.953 -0.199 -1.575 0.177
H -3.807 -0.524 0.924 0.151
```

## Properties
Gap between HOMO and LUMO (alpha / beta) ... 0.246 / 0.291 Eh
E_HOMO (alpha / beta) ... -0.677 / -0.722 Ha
Spin multiplicity ... 2
Total charge ... +2
LUMO level (alpha / beta) ... -11.7 / -11.7 eV
ΔE to the lowest compared entry with this formula, charge and spin ... 12.6 kJ/mol
DFT total energy ... -591.376897 a.u.

Entry from the Open Molecules 2025 dataset: a cluster of 4 separate species, C5H14O3 in total at a distorted geometry (ωB97M-V/def2-TZVPD).

```
22
Properties=species:S:1:pos:R:3:nbo_charge:R:1
C -0.044 1.928 -0.877 -0.412
C -0.238 0.611 -0.971 -0.226
C 0.716 -0.350 -0.377 -0.259
C 0.325 -1.461 0.263 -0.177
C 1.186 -2.502 0.786 -0.663
H -0.885 2.579 -1.240 0.192
H 0.759 2.641 -0.661 0.202
H -1.160 0.152 -1.316 0.258
H 1.914 -0.281 -0.256 0.195
H -0.843 -1.684 0.313 0.197
H 1.623 -1.961 1.763 0.226
H 2.037 -2.818 0.156 0.221
H 0.633 -3.381 0.834 0.224
O -1.889 0.592 1.863 -0.969
H -2.266 1.512 2.234 0.489
H -0.989 0.522 1.725 0.480
O 2.565 2.852 1.075 -0.927
H 1.926 2.497 1.697 0.465
H 2.384 2.306 0.308 0.466
O -2.345 -0.879 -2.488 -0.923
H -3.176 -1.079 -2.029 0.469
H -2.233 -1.796 -2.803 0.470
```

## Properties
Gap between HOMO and LUMO ... 0.337 Eh
E_HOMO ... -0.317 Ha
SMILES ... C=C/C=C/C.O.O.O
LUMO level ... 0.6 eV
ΔE to the lowest compared entry with this formula, charge and spin ... 274.7 kJ/mol
DFT total energy ... -424.501618 a.u.

Q: Number 3 is which compound?
A: C5H14O3

Q: Which of these has the lowest DFT total energy?
A: C36H43N6O12PSSiTa

Q: What is the formula in the first record?
A: C36H43N6O12PSSiTa